Entry w
{"formula": "C4H8NO3", "method": "wB97M-V/def2-TZVPD", "homo_energy_ev": -3.91, "charge": -1, "lumo_energy_ha": 0.132, "species": ["C", "C", "O", "N", "H", "H", "H", "H", "H", "C", "C", "O", "O", "H", "H", "H"], "xyz": [[0.80, -2.31, 0.77], [-0.43, -2.43, -0.06], [-0.48, -3.25, -0.99], [-1.57, -1.79, 0.30], [0.74, -1.69, 1.66], [1.54, -1.96, 0.04], [-2.42, -1.93, -0.21], [-1.65, -1.20, 1.12], [1.25, -3.28, 0.99], [1.09, 2.65, -1.27], [0.41, 2.42, 0.12], [0.20, 3.40, 0.87], [-0.08, 1.27, 0.24], [0.42, 3.10, -1.99], [1.58, 1.71, -1.54], [2.04, 3.20, -1.17]]}

Entry x
{"formula": "C4H8NO3", "method": "wB97M-V/def2-TZVPD", "homo_energy_ev": -4.57, "charge": -1, "lumo_energy_ha": 0.150, "species": ["C", "C", "O", "O", "H", "H", "H", "C", "C", "O", "N", "H", "H", "H", "H", "H"], "xyz": [[0.78, -1.20, -3.29], [0.42, -0.87, -1.85], [0.16, -1.85, -1.11], [0.33, 0.33, -1.51], [1.86, -1.02, -3.40], [0.31, -0.48, -3.95], [0.68, -2.26, -3.52], [0.38, -0.26, 2.15], [-0.50, 0.97, 2.12], [-0.87, 1.55, 3.14], [-0.85, 1.33, 0.88], [-1.47, 2.12, 0.75], [-0.45, 0.98, 0.00], [0.49, -0.68, 1.15], [0.02, -1.10, 2.75], [1.38, -0.05, 2.51]]}

Least stable structure among those shown: entry w.